[1]
Formula: C43H56CrN3P2S2Sb2
Source: the Open Molecules 2025 dataset
Level of theory: wB97M-V/def2-TZVPD

Geometry as XYZ:
```
109
C43H56CrN3P2S2Sb2 (wB97M-V/def2-TZVPD)
Cr 0.09328 -0.87641 -0.33988
S 2.28128 -0.72905 1.09232
P 1.19989 0.78590 1.90505
C -0.53699 0.26950 1.53173
P -0.96878 -1.36534 2.27564
S -0.33384 -2.82318 0.98722
C -2.84503 -1.56565 2.40547
C -3.59854 -0.73373 3.25008
C -4.96875 -1.00893 3.35989
C -5.59161 -2.08496 2.73789
C -4.84964 -2.87454 1.89414
C -3.49817 -2.56920 1.68146
C -0.29262 -1.66082 3.92003
C -0.73276 -0.84883 4.95713
C -0.25791 -0.97028 6.22318
C 0.61025 -2.00922 6.47901
C 1.00188 -2.91008 5.51458
C 0.52716 -2.74423 4.17285
C 1.73489 0.95168 3.59695
C 1.12934 1.90812 4.43255
C 1.71467 2.18966 5.62871
C 2.81068 1.52793 6.00550
C 3.44805 0.57437 5.25934
C 2.86320 0.27019 4.04529
C 1.61144 2.36385 1.10010
C 0.83212 3.52746 1.25044
C 1.32307 4.78990 0.88529
C 2.65068 4.91526 0.42022
C 3.42993 3.76206 0.31475
C 2.89361 2.53004 0.54386
H -3.21777 -0.11738 4.03664
H -5.53643 -0.46578 4.10579
H -6.63534 -2.18576 2.98031
H -5.20047 -3.76986 1.36738
H -2.91830 -3.26043 1.06937
H -1.28922 0.12770 4.86536
H -0.58745 -0.32107 7.02389
H 1.04085 -2.09970 7.52373
H 1.62921 -3.79055 5.77584
H 0.71668 -3.37566 3.33241
H 0.16602 2.45959 4.16440
H 1.13862 2.85014 6.26147
H 3.19092 1.57169 7.06452
H 4.35596 0.04065 5.52871
H 3.27258 -0.51456 3.37984
H -0.11236 3.29948 1.71409
H 0.72978 5.76937 1.10054
H 3.05643 5.84517 0.16945
H 4.52625 3.69880 0.09559
H 3.51211 1.67312 0.40446
N -0.62951 0.03806 -5.53539
C 0.34597 0.66085 -4.60167
C 1.25616 1.68192 -5.30755
C 2.32305 2.11653 -4.34284
N 3.12795 0.90332 -4.04776
C 1.72297 2.66173 -3.07539
C 0.69031 1.77269 -2.38809
N 1.13726 0.52722 -1.65028
C -0.34183 1.39034 -3.43229
H -0.35246 -0.47255 -6.39541
H -1.33444 0.69943 -5.95746
H -1.31997 -0.51966 -4.96975
H 0.97548 -0.16872 -4.18623
H 0.71385 2.57805 -5.56110
H 1.69136 1.31655 -6.19660
H 2.86934 2.84140 -4.80202
H 3.88696 1.18425 -3.40957
H 3.52801 0.52174 -4.90947
H 1.36338 3.63869 -3.27799
H 2.49650 2.77570 -2.32213
H 0.23171 2.40517 -1.61500
H 1.79115 0.76548 -0.88346
H 1.62761 -0.08144 -2.32415
H -0.83444 2.18558 -3.90144
H -1.18498 0.80754 -2.98191
C 2.07744 -2.75084 -3.71800
Sb 1.16895 -2.80591 -1.79065
C 2.58276 -4.09053 -0.81342
C -0.61329 -3.84175 -2.32678
C -1.34671 -2.89915 -3.24693
C -1.59255 -3.27764 -4.55626
C -2.52390 -2.64945 -5.38912
C -3.20332 -1.51197 -4.90733
C -2.89463 -1.09329 -3.63013
C -1.91565 -1.73152 -2.75620
C -1.71708 -1.06233 -1.42890
Sb -2.31169 1.40663 1.20846
C -1.89540 3.07316 -0.11824
C -2.27772 2.62756 3.07119
H 2.40739 -3.76903 -3.91634
H 2.97362 -2.11897 -3.78228
H 1.42116 -2.48505 -4.52496
H 3.20418 -4.52306 -1.55232
H 1.97116 -4.86964 -0.31246
H 3.08192 -3.53352 -0.04288
H -1.16752 -4.07319 -1.48845
H -0.32959 -4.73090 -2.83728
H -1.09508 -4.20178 -4.84759
H -2.86910 -3.15358 -6.24904
H -4.01222 -1.01418 -5.45025
H -3.44441 -0.27301 -3.16153
H -2.13347 -1.73192 -0.68877
H -2.30981 -0.14429 -1.36189
H -2.30931 3.88301 0.43486
H -2.43380 3.05896 -1.11606
H -0.86614 3.42500 -0.27202
H -2.07053 2.00003 3.89096
H -3.25843 3.11013 3.25365
H -1.59748 3.49570 3.00728
```

Output
E: -131700.917 eV
HOMO-LUMO gap (alpha / beta): 7.8 / 8.1 eV
net charge: +2
⟨S²⟩: 3.850
2S+1: 4

Results of the Mulliken charge analysis, in e, for atoms 1 through 8: -0.458, -0.883, 0.805, -1.109, 1.884, -0.839, 0.791, 0.486


[2]
Formula: C43H56F10I2O32P
Source: the Open Molecules 2025 dataset
Level of theory: wB97M-V/def2-TZVPD

Geometry as XYZ:
```
144
C43H56F10I2O32P (wB97M-V/def2-TZVPD)
C 3.19105 -4.21041 0.71682
C 2.16510 -3.04319 0.16735
C 2.70926 -1.50684 0.52508
C 1.70436 -0.75904 1.56606
C 0.84383 0.50271 0.95900
P -0.04995 0.12224 -0.70751
C -0.98295 -0.49137 -2.28980
C -1.81349 0.26635 0.10872
C -2.16691 -1.06176 1.05751
C -3.82697 -1.00235 1.25092
C -4.45297 -2.10241 0.16325
O -4.27890 -3.44570 0.30891
O -5.19427 -1.70237 -1.06416
C -0.05219 1.94628 -1.27273
I -1.94074 3.10788 -1.57369
C 1.17717 2.76876 -1.59586
C 1.05294 4.35629 -2.11038
I 3.19733 1.96689 -1.47105
H 3.79664 -3.87455 1.66354
H 2.56131 -5.14916 1.01902
H 3.92947 -4.55153 -0.13182
H 1.11254 -3.24659 0.63538
H 2.05876 -3.08107 -0.99685
H 2.99292 -0.91134 -0.43932
H 3.73494 -1.68648 1.10924
H 0.90007 -1.53605 1.98408
H 2.31538 -0.40241 2.49842
H 1.41574 1.53051 0.95386
H -0.04148 0.66188 1.74674
H 1.16394 -0.21663 -1.39595
H -0.08714 -1.27869 -0.25995
H -1.71959 -1.36150 -1.96671
H -1.58805 0.34534 -2.83540
H -0.25518 -0.96256 -3.09444
H -1.92230 1.19494 0.80706
H -2.62705 0.22848 -0.76422
H -1.60721 -0.97154 2.10549
H -1.95880 -2.08126 0.51532
H -4.17252 -1.31203 2.32525
H -4.21612 0.05384 0.89841
H -5.41656 -2.54254 -1.59361
H 0.37658 4.44427 -3.08651
H 2.13464 4.71701 -2.46152
H 0.72349 5.08752 -1.25762
C -3.96404 7.52009 -3.53916
C -4.20472 6.72616 -4.77749
O -2.90541 6.42766 -5.23529
C -2.13483 6.38543 -4.11230
O -1.02042 5.89173 -4.06513
O -2.76649 6.95731 -3.04206
F -4.82583 7.47418 -5.71682
H -3.80769 8.58484 -3.74227
H -4.77615 7.41678 -2.81446
H -4.76005 5.79648 -4.61377
C 7.57350 -3.83538 3.89676
C 6.14927 -4.24648 4.05255
O 5.44091 -3.25657 3.34178
C 6.29685 -2.83895 2.36729
O 5.95788 -2.19428 1.38884
O 7.58169 -3.23749 2.61598
F 5.77085 -4.19259 5.34930
H 7.88562 -3.09770 4.64361
H 8.25877 -4.68638 3.93654
H 5.91903 -5.23352 3.63749
C -0.30554 -2.21856 -6.81633
C 0.29121 -3.53082 -7.19522
O 1.50662 -3.55838 -6.48184
C 1.28081 -2.80729 -5.36759
O 1.99506 -2.81774 -4.37885
O 0.15097 -2.04571 -5.48981
F 0.57228 -3.56914 -8.51703
H 0.05913 -1.39258 -7.43614
H -1.39807 -2.23139 -6.85642
H -0.31809 -4.39772 -6.91814
C 5.69446 -5.32396 -2.86768
C 6.29121 -6.63623 -3.24657
O 7.50662 -6.66379 -2.53319
C 7.28081 -5.91270 -1.41895
O 7.99506 -5.92315 -0.43020
O 6.15097 -5.15112 -1.54116
F 6.57228 -6.67454 -4.56838
H 6.05913 -4.49798 -3.48749
H 4.60193 -5.33679 -2.90777
H 5.68191 -7.50312 -2.96949
C 3.51538 -10.41872 -0.99172
C 3.29525 -9.17797 -0.19562
O 3.58104 -8.14440 -1.11046
C 3.27038 -8.65782 -2.33380
O 3.12216 -7.98543 -3.34067
O 3.13728 -10.01876 -2.29365
F 4.17669 -9.09795 0.82630
H 4.56337 -10.73658 -0.99973
H 2.89886 -11.25156 -0.64291
H 2.27395 -9.06276 0.18280
C 4.19017 -5.44071 7.61572
C 3.64118 -4.88548 8.88537
O 4.08079 -5.80113 9.86273
C 5.24712 -6.30858 9.37402
O 6.06195 -6.91980 10.04508
O 5.39665 -6.04228 8.04052
F 2.28938 -4.89436 8.87090
H 3.54147 -6.20292 7.17120
H 4.38066 -4.66401 6.87016
H 4.00501 -3.88203 9.13081
C 2.06118 8.32751 -3.02895
C 1.79626 8.55759 -1.58030
O 2.83233 7.84877 -0.93920
C 3.87404 7.87223 -1.81724
O 5.02653 7.60621 -1.51914
O 3.47117 8.23809 -3.07236
F 0.61562 8.01082 -1.21316
H 1.62673 7.39146 -3.39562
H 1.70109 9.14964 -3.65332
H 1.82942 9.61021 -1.27960
C -7.09857 -3.98391 1.47831
C -7.30222 -4.21214 2.93712
O -8.65967 -4.58122 3.02658
C -8.94350 -5.17987 1.83589
O -9.92806 -5.87138 1.63504
O -7.98559 -4.91725 0.89520
F -7.12545 -3.06706 3.63369
H -7.37823 -2.97258 1.16464
H -6.06802 -4.17527 1.16728
H -6.67632 -5.00576 3.35894
C -4.78783 6.86324 1.55516
C -5.07997 8.12675 0.82040
O -4.97268 7.75249 -0.53433
C -5.31513 6.43400 -0.56608
O -5.60661 5.82689 -1.58310
O -5.29979 5.87589 0.68282
F -4.14012 9.06344 1.07916
H -3.71538 6.69688 1.70207
H -5.28550 6.82315 2.52784
H -6.07753 8.53658 1.01127
C -6.58172 12.12799 3.16723
C -6.46243 12.10378 1.68167
O -6.78383 10.77280 1.34691
C -7.63904 10.35827 2.32336
O -8.34605 9.36789 2.23875
O -7.61390 11.19260 3.40721
F -5.18918 12.34430 1.29612
H -5.66748 11.79680 3.67109
H -6.85280 13.11689 3.54666
H -7.14409 12.78815 1.16544
```

Output
E: -163675.361 eV
HOMO-LUMO gap: 5.2 eV
net charge: -1

Results of the Mulliken charge analysis, in e, for atoms 1 through 8: -0.175, -0.223, 0.699, -0.639, -0.883, 2.448, -0.844, -1.867


[3]
Formula: C43H57AsN3PReS2Si4Te
Source: the Open Molecules 2025 dataset
Level of theory: wB97M-V/def2-TZVPD

Geometry as XYZ:
```
113
C43H57AsN3PReS2Si4Te (wB97M-V/def2-TZVPD)
Re 1.64851 -0.44720 -0.53684
N 5.91120 -3.44517 0.47092
C 5.13454 -2.62350 -0.23749
C 3.73003 -2.69850 -0.18198
N 2.98007 -1.87797 -0.91808
C 3.60583 -1.00548 -1.76959
C 5.00551 -0.91886 -1.74550
N 5.74770 -1.67223 -0.97568
H 5.53501 -4.14000 1.09034
H 6.90864 -3.31458 0.41954
H 3.21258 -3.39032 0.46626
H 3.04607 -0.51826 -2.55660
H 5.52023 -0.19285 -2.36416
C 5.94204 -1.15694 3.16102
C 5.01844 -2.08202 3.62941
C 3.67908 -1.98089 3.27203
C 3.25220 -0.93926 2.44552
C 4.18898 -0.01385 1.97948
C 5.52827 -0.11839 2.33797
As 1.43473 -0.83201 1.74973
C 0.57707 0.44037 2.91858
C 1.26824 1.61232 3.19826
C 0.75189 2.52210 4.10939
C -0.45441 2.25543 4.74068
C -1.15306 1.09130 4.44946
C -0.64279 0.18195 3.53650
C 0.67680 -2.53598 2.30474
C 0.43273 -2.81693 3.64829
C 0.05923 -4.09622 4.03306
C -0.06425 -5.10398 3.08549
C 0.19620 -4.83999 1.74818
C 0.57965 -3.56240 1.36363
H 6.98523 -1.24340 3.43836
H 5.33701 -2.89061 4.27589
H 2.96441 -2.70376 3.63990
H 3.88877 0.80890 1.34076
H 6.24357 0.60607 1.97091
H 2.20952 1.82919 2.71303
H 1.29837 3.43116 4.32256
H -0.84807 2.95375 5.46824
H -2.09541 0.88639 4.94191
H -1.17821 -0.73159 3.31073
H 0.53620 -2.03169 4.38537
H -0.13085 -4.30973 5.07726
H -0.34780 -6.10292 3.39214
H 0.10849 -5.62977 1.01231
H 0.81395 -3.34752 0.32979
S 1.90589 4.20046 0.99138
P 2.01549 3.62916 -0.85459
S 2.36602 1.56413 -1.02180
C 0.57178 4.00957 -1.86578
C 0.58603 3.71706 -3.23017
C -0.47702 4.11270 -4.02472
C -1.53848 4.81249 -3.46020
C -1.55543 5.08813 -2.10157
C -0.50362 4.67644 -1.29276
C 3.41913 4.29737 -1.78287
C 3.50426 5.69208 -1.78773
C 4.54565 6.31118 -2.45872
C 5.50130 5.55090 -3.11993
C 5.41802 4.16708 -3.11833
C 4.37337 3.53670 -2.44954
H 1.43128 3.20724 -3.67747
H -0.46549 3.89658 -5.08489
H -2.34998 5.15539 -4.09007
H -2.37995 5.63888 -1.66816
H -0.49136 4.89033 -0.23117
H 2.75778 6.27257 -1.25912
H 4.61412 7.39104 -2.45750
H 6.31683 6.03943 -3.63731
H 6.15994 3.56916 -3.63111
H 4.32454 2.45701 -2.46401
C -6.09905 0.82785 -0.33092
Si -4.27232 0.91553 0.01805
C -3.82378 0.82075 1.82770
C -3.39499 2.31190 -0.84726
Si -3.09574 -1.16839 -0.83867
Te -0.72020 -0.74797 -0.45432
Si -3.93763 -3.09824 0.36889
C -5.79544 -2.95928 0.34887
C -3.20821 -2.99699 2.09659
C -3.24670 -4.58122 -0.54000
Si -3.73428 -1.28534 -3.14482
C -2.94432 -2.76102 -3.98787
C -3.05501 0.28146 -3.93591
C -5.59745 -1.39038 -3.25007
H -6.62472 1.51033 0.34369
H -6.50272 -0.17375 -0.17256
H -6.33012 1.13549 -1.35176
H -4.03295 1.75908 2.35025
H -2.75191 0.62153 1.90989
H -4.36252 0.01915 2.33932
H -3.48644 3.24330 -0.28393
H -3.78173 2.48784 -1.85190
H -2.33138 2.07516 -0.93268
H -6.13078 -2.12335 0.96715
H -6.25618 -3.86768 0.74585
H -6.17440 -2.80893 -0.66450
H -3.83507 -2.41298 2.77435
H -2.22125 -2.52758 2.03822
H -3.07789 -3.98931 2.53733
H -3.78158 -4.76771 -1.47413
H -3.31145 -5.49067 0.06368
H -2.19396 -4.40663 -0.77822
H -1.88156 -2.81524 -3.73300
H -3.02459 -2.68382 -5.07467
H -3.40823 -3.70304 -3.68676
H -2.09081 0.51864 -3.47394
H -3.71456 1.13936 -3.78548
H -2.89722 0.16185 -5.00985
H -5.95139 -2.37651 -2.93941
H -5.92628 -1.23514 -4.28039
H -6.08547 -0.64527 -2.62042
```

Output
E: -182706.286 eV
HOMO-LUMO gap (alpha / beta): 5.6 / 5.3 eV
net charge: +2
⟨S²⟩: 0.768
2S+1: 2

Results of the Mulliken charge analysis, in e, for atoms 1 through 8: 1.993, -0.269, 0.361, -0.189, 0.116, -1.014, -0.486, -0.577


[4]
Formula: C43H58FN7O3Si4W
Source: the Open Molecules 2025 dataset
Level of theory: wB97M-V/def2-TZVPD

Geometry as XYZ:
```
117
C43H58FN7O3Si4W (wB97M-V/def2-TZVPD)
W -0.72939 1.36130 -0.15574
N 2.51392 -0.70325 -2.28091
C 2.02845 0.70165 -2.14297
N 1.19808 0.52463 -0.91210
C 2.05193 0.25270 0.22851
N 1.68586 0.58632 1.39662
N 0.48186 1.29414 1.40174
C 0.29211 2.01919 2.54725
C -0.78671 2.86511 2.43805
C -1.23991 3.80804 3.41275
C -2.28503 4.61659 3.13081
C -2.92783 4.51290 1.86004
C -2.48057 3.60759 0.96179
N -1.42402 2.75890 1.20988
C 3.30395 -0.48018 -0.02326
C 4.25200 -0.71336 0.97132
C 5.39052 -1.44342 0.68296
C 5.59334 -1.94658 -0.59996
C 4.66147 -1.71747 -1.59963
C 3.52851 -0.98010 -1.30514
H 2.80746 -0.95687 -3.21906
H 1.32333 0.87111 -2.95951
H 0.99235 1.95050 3.36439
H -0.72117 3.85835 4.36058
H -2.63502 5.33865 3.85553
H -3.77280 5.13927 1.61394
H -2.96091 3.47805 0.00197
H 4.07730 -0.31642 1.96254
H 6.12675 -1.62200 1.45418
H 6.48644 -2.51421 -0.82344
H 4.82057 -2.10003 -2.60104
O -1.38464 1.44601 -2.42675
C -1.87346 2.75128 -2.75659
C -0.92300 3.73772 -2.15263
C -0.77980 5.01937 -2.64822
C 0.05897 5.90739 -1.99379
C 0.74057 5.47096 -0.86886
C 0.55525 4.17364 -0.43655
N -0.26380 3.31249 -1.06266
H -2.12359 0.81774 -2.47884
H -2.87062 2.88640 -2.32674
H -1.93041 2.87019 -3.83940
H -1.33005 5.31594 -3.53111
H 0.17849 6.91894 -2.35664
H 1.40468 6.12525 -0.32253
H 1.04261 3.80243 0.45530
C -0.66605 -4.07225 -0.39220
Si 0.95842 -3.16583 -0.12289
C 2.39396 -4.20357 -0.70676
C 1.12263 -2.69119 1.67914
Si 0.58205 -1.22675 -1.42256
Si -0.42935 -1.54476 -3.53706
C 0.22380 -3.21052 -4.08989
C 0.06332 -0.30342 -4.85792
C -2.29763 -1.57605 -3.29216
Si 3.37297 2.10939 -2.26775
C 2.57139 3.41493 -3.33141
C 4.82006 1.39621 -3.20395
C 3.88056 2.75261 -0.59180
H -0.78163 -4.82706 0.38993
H -0.69537 -4.59178 -1.35059
H -1.52950 -3.40526 -0.34498
H 2.28843 -5.21477 -0.30544
H 3.34596 -3.80323 -0.35768
H 2.43320 -4.28723 -1.79493
H 0.86283 -3.55052 2.30325
H 0.45100 -1.87233 1.94282
H 2.13954 -2.38451 1.92622
H 1.30582 -3.18522 -4.24222
H -0.22872 -3.48110 -5.04707
H 0.00360 -4.01107 -3.38393
H 1.12381 -0.37473 -5.11389
H -0.16324 0.73076 -4.59850
H -0.49023 -0.54345 -5.76992
H -2.65558 -2.60773 -3.29157
H -2.81006 -1.06241 -4.10927
H -2.62455 -1.14968 -2.33942
H 2.47628 3.06053 -4.36090
H 3.18954 4.31493 -3.35410
H 1.58017 3.70265 -2.98365
H 4.50574 0.88067 -4.11565
H 5.42294 0.71313 -2.60601
H 5.46997 2.21614 -3.51932
H 3.05149 2.81986 0.11380
H 4.30167 3.75440 -0.70474
H 4.64690 2.12000 -0.14131
C -1.02995 -1.58729 7.15916
O -1.21440 -1.37972 5.75763
C -1.53807 -2.45217 5.00004
C -1.51675 -3.77334 5.42706
C -1.82498 -4.78730 4.53176
C -2.13829 -4.50179 3.20965
C -2.16087 -3.18641 2.77957
C -1.88679 -2.16685 3.67560
N -1.81122 -0.79397 3.29939
C -2.39834 -0.11692 2.35055
C -3.49193 -0.48986 1.51664
C -4.51232 -1.34963 1.99498
C -5.63722 -1.59499 1.26170
C -5.77373 -0.99224 -0.00033
C -4.80645 -0.15388 -0.49158
C -3.63995 0.13209 0.24692
O -2.75445 0.93004 -0.30749
H -0.85517 -0.60495 7.58537
H -0.16249 -2.22058 7.34989
H -1.92426 -2.03052 7.59823
H -1.26834 -4.01558 6.44985
H -1.81491 -5.81292 4.87490
H -2.36913 -5.29995 2.51787
H -2.39306 -2.94972 1.75128
H -1.16304 -0.26038 3.87123
H -2.00411 0.88475 2.24879
H -4.41251 -1.78131 2.98131
H -6.42023 -2.22827 1.65303
H -6.66027 -1.18388 -0.59103
H -4.92089 0.31945 -1.45857
F -0.86606 -0.79858 -0.43320
```

Output
E: -98152.125 eV
HOMO-LUMO gap (alpha / beta): 6.0 / 6.0 eV
net charge: +2

Results of the Mulliken charge analysis, in e, for atoms 1 through 8: 1.486, 0.589, -0.884, 0.085, -0.155, -1.998, 2.586, -1.831